Entry a
2 unconnected molecules or ions with the total composition C4H12N2. Source: the OMol25 dataset; level of theory: the ωB97M-V functional and the def2-TZVPD basis.

Last column: Löwdin spin population.
Geometry (Å):
C (1.7742, 1.7224, -0.4923)  0.150
C (2.1375, 0.2847, -0.7494)  0.046
C (2.3247, -0.6467, 0.1747)  0.133
H (1.0717, 2.0922, -1.2548)  0.028
H (1.3532, 1.8900, 0.4974)  0.070
H (2.6785, 2.3371, -0.5508)  0.016
H (2.3113, 0.0815, -1.8046)  0.003
H (2.5278, -1.6840, -0.0773)  0.026
H (2.0882, -0.5369, 1.2248)  0.063
N (-2.7174, -0.5111, 1.3869)  0.078
C (-2.2804, -1.1410, 0.1629)  0.118
N (-1.3531, -0.3677, -0.6942)  0.047
H (-1.9050, -0.2816, 1.9616)  0.085
H (-3.1925, 0.3646, 1.1961)  0.041
H (-1.7985, -2.0887, 0.4207)  0.029
H (-3.1596, -1.4321, -0.4220)  0.006
H (-1.4511, 0.6110, -0.4507)  0.048
H (-0.4096, -0.6935, -0.5289)  0.012

**Net charge**: -1
**2S+1**: 2
**Gap between HOMO and LUMO (spin up / spin down)**: 0.110 / 0.345 Eh
**HOMO (spin up / spin down)**: 1.36 / -5.18 eV

Entry b
2 unconnected molecules or ions with the total composition C4H12N2. Source: the OMol25 dataset; level of theory: the ωB97M-V functional and the def2-TZVPD basis.

Last column: Löwdin spin population.
Geometry (Å):
C (-1.8479, -2.7512, -1.2313)  0.070
C (-1.6737, -2.1819, 0.1555)  0.029
C (-0.4851, -1.8299, 0.6388)  0.092
H (-1.3030, -2.1059, -1.9181)  0.028
H (-2.8639, -2.8746, -1.5964)  0.009
H (-1.3786, -3.7311, -1.3009)  0.009
H (-2.5385, -1.9755, 0.7705)  0.003
H (-0.3639, -1.2694, 1.5548)  0.015
H (0.3731, -2.0490, 0.0136)  0.050
N (1.8414, 3.0142, -0.4449)  0.094
C (0.8852, 1.9830, -0.1724)  0.252
N (0.9325, 1.3346, 1.1253)  0.068
H (2.8150, 2.7442, -0.4629)  0.062
H (1.6932, 3.9679, -0.1637)  0.037
H (0.9565, 1.2070, -0.9375)  0.056
H (-0.1059, 2.4175, -0.3145)  0.022
H (1.1712, 2.0113, 1.8400)  0.031
H (1.6182, 0.5868, 1.1677)  0.073

**Net charge**: -1
**2S+1**: 2
**Gap between HOMO and LUMO (spin up / spin down)**: 0.089 / 0.319 Eh
**HOMO (spin up / spin down)**: 1.54 / -4.77 eV

Name the least stable of them. entry b.

Entry a
C4H9N2O2 in the gas phase. Source: the OMol25 dataset; level of theory: the ωB97M-V functional and the def2-TZVPD basis.

Last column: Löwdin spin population.
Geometry (Å):
O (-0.8557, -1.0610, -2.6341)  0.565
C (-0.6132, 0.0690, -2.0851)  0.082
O (-0.7884, 1.2601, -2.3827)  0.078
C (0.2851, -0.0353, -0.8190)  0.126
C (-0.5998, 0.4693, 0.4555)  0.036
C (-0.0520, -0.1202, 1.7046)  0.010
N (-0.0500, -1.6987, 1.6201)  0.000
N (1.3843, 0.8870, -1.0785)  0.094
H (0.7336, -1.1448, -0.5879)  -0.004
H (-1.6763, 0.2701, 0.3763)  -0.001
H (-0.7284, 1.6046, 0.4322)  0.000
H (0.9723, 0.5060, 1.9059)  0.000
H (-0.6105, -0.0193, 2.6391)  0.003
H (0.6229, -1.8610, 0.8660)  0.000
H (-0.9846, -2.0139, 1.2950)  0.000
H (2.0773, 1.0675, -0.4267)  0.009
H (0.8835, 1.8204, -1.2809)  0.000

**Net charge**: 0
**2S+1**: 2
**Gap between HOMO and LUMO (spin up / spin down)**: 0.399 / 0.236 Eh
**HOMO (spin up / spin down)**: -10.04 / -9.92 eV

Entry b
C4H9N2O2 in the gas phase. Source: the OMol25 dataset; level of theory: the ωB97M-V functional and the def2-TZVPD basis.

Last column: Löwdin spin population.
Geometry (Å):
O (0.6791, 1.9978, -1.1172)  0.358
C (1.0978, 1.2194, -0.2516)  0.103
O (2.3035, 1.0107, 0.0349)  0.245
C (0.0632, 0.2728, 0.4243)  0.145
C (-0.6812, -0.5131, -0.6583)  0.006
C (-1.5260, -1.6658, -0.0856)  0.008
N (-0.7122, -2.8791, 0.2179)  0.000
N (-0.8057, 1.0616, 1.3201)  0.111
H (0.6302, -0.2974, 1.1569)  0.012
H (0.1222, -0.9002, -1.2980)  0.002
H (-1.3438, 0.0876, -1.2745)  0.000
H (-1.9958, -1.4021, 0.8642)  0.000
H (-2.1670, -1.9903, -0.9176)  0.001
H (-0.4041, -2.8365, 1.1747)  0.000
H (0.1024, -2.8967, -0.3906)  0.000
H (-0.5203, 2.0105, 1.4715)  0.006
H (-1.7849, 0.9079, 1.1346)  0.003

**Net charge**: 0
**2S+1**: 2
**Gap between HOMO and LUMO (spin up / spin down)**: 0.386 / 0.218 Eh
**HOMO (spin up / spin down)**: -9.75 / -9.64 eV

Name the least stable of them. entry a.

Entry a
2 unconnected molecules or ions with the total composition C4H14N2O2. Source: the OMol25 dataset; level of theory: the ωB97M-V functional and the def2-TZVPD basis.

Last column: natural (NBO) charge in e.
Geometry (Å):
C (-1.6509, -0.4838, 0.1721)  0.386
C (-1.8462, 1.0529, -1.7862)  -0.413
N (-1.2040, 0.7647, -0.5103)  -0.692
N (-0.7321, -1.6058, -0.0191)  -0.883
O (-1.6012, -0.0343, 1.4774)  -0.759
H (-1.4217, 0.9908, 1.0901)  0.504
H (-0.1863, 0.7665, -0.6176)  0.413
H (-2.6808, -0.7184, -0.1609)  0.129
H (-1.0631, -2.2321, -0.7447)  0.372
H (-0.6776, -2.1077, 0.8603)  0.389
H (-1.6031, 0.3143, -2.5571)  0.175
H (-1.5142, 2.0304, -2.1325)  0.208
H (-2.9270, 1.0710, -1.6452)  0.193
C (2.5867, 0.0011, 0.2260)  -0.057
C (1.9879, 0.2708, 1.6013)  -0.636
O (1.6030, -0.1790, -0.7775)  -0.772
H (0.9797, -0.8785, -0.4888)  0.496
H (3.2400, -0.8828, 0.2740)  0.153
H (3.1990, 0.8478, -0.0970)  0.172
H (1.3995, -0.5808, 1.9383)  0.207
H (1.3301, 1.1381, 1.5682)  0.206
H (2.7824, 0.4548, 2.3291)  0.211

**Net charge**: 0
**SMILES string**: CN[C@@H](N)O.CCO
**2S+1**: 1
**Gap between HOMO and LUMO**: 0.380 Eh
**HOMO**: -9.40 eV

Entry b
3 unconnected molecules or ions with the total composition C4H14N2O2. Source: the OMol25 dataset; level of theory: the ωB97M-V functional and the def2-TZVPD basis.

Last column: natural (NBO) charge in e.
Geometry (Å):
C (0.6387, 1.1115, -0.6726)  -0.230
C (-0.1013, 1.4768, 0.6075)  -0.461
C (-1.1933, 0.4290, 0.8310)  0.214
C (-2.4783, 0.7185, 0.6798)  -0.503
N (-0.6798, -0.8129, 1.1959)  -0.858
N (2.1086, 1.2626, -0.5404)  -0.859
H (0.5045, 0.0588, -0.9287)  0.208
H (0.2042, 1.6647, -1.5053)  0.182
H (-0.6028, 2.4415, 0.5957)  0.218
H (0.4963, 1.3904, 1.5154)  0.212
H (-3.3152, 0.0466, 0.8493)  0.197
H (-2.7674, 1.6945, 0.3095)  0.196
H (0.3311, -0.8958, 1.1357)  0.388
H (-1.0451, -1.2329, 2.0386)  0.384
H (2.5364, 1.3143, -1.4616)  0.359
H (2.3177, 2.1583, -0.0929)  0.355
H (-2.0116, -2.4373, -0.8034)  0.471
H (-0.4502, -2.3353, -0.9810)  0.487
O (-1.3014, -2.2446, -1.4172)  -0.958
H (2.4862, -1.1644, -0.4001)  0.496
H (2.4351, -2.7142, -0.5498)  0.479
O (1.8877, -1.9302, -0.4053)  -0.975

**Net charge**: 0
**SMILES string**: C=C(N)CCN.O.O
**2S+1**: 1
**Gap between HOMO and LUMO**: 0.325 Eh
**HOMO**: -8.16 eV

Name the least stable of them. entry a.

Entry a
A molecular structure, C47H46ClMgN4O9Se. Source: the OMol25 dataset; level of theory: the ωB97M-V functional and the def2-TZVPD basis.

Last column: Löwdin charge in e.
Geometry (Å):
Mg (-0.8335, -1.3576, -0.4863)  0.630
C (2.9713, -2.4406, 3.9363)  0.024
C (3.1048, -3.0118, 2.5406)  -0.593
C (4.4460, -3.7187, 2.3528)  0.015
O (2.0491, -3.9251, 2.2922)  -0.019
C (1.4793, -3.6855, 0.9941)  -0.110
C (2.4195, -2.5817, 0.4261)  -0.150
O (2.9538, -1.9727, 1.5995)  -0.032
C (1.9893, -1.5084, -0.6108)  -0.409
O (0.9461, -0.7218, -0.1657)  -0.316
C (3.1938, -0.5663, -0.8717)  -0.102
C (3.8976, -0.5358, -2.0702)  -0.018
C (4.8977, 0.4069, -2.2947)  -0.091
C (5.2098, 1.3389, -1.3214)  -0.108
C (4.5173, 1.3159, -0.1158)  -0.088
C (3.5244, 0.3776, 0.1031)  -0.044
C (1.6276, -2.2119, -1.9396)  -0.157
C (0.8113, -1.5087, -2.8218)  -0.050
C (0.4087, -2.0586, -4.0305)  -0.060
C (0.8440, -3.3217, -4.3990)  -0.093
C (1.7076, -4.0078, -3.5569)  -0.077
C (2.1044, -3.4551, -2.3477)  -0.030
C (-0.0781, -3.5658, 1.0677)  -0.419
O (-0.5175, -3.1783, -0.1729)  -0.202
C (-0.6257, -2.6218, 2.1705)  -0.103
C (-1.8611, -2.9018, 2.7636)  -0.018
C (-2.4204, -2.0599, 3.7110)  -0.087
C (-1.7585, -0.8995, 4.0951)  -0.117
C (-0.5500, -0.5885, 3.4949)  -0.078
C (0.0082, -1.4389, 2.5439)  -0.037
C (-0.5798, -4.9975, 1.3755)  -0.156
C (-0.3090, -5.6479, 2.5797)  -0.037
C (-0.7943, -6.9235, 2.8192)  -0.093
C (-1.5634, -7.5724, 1.8589)  -0.117
C (-1.8353, -6.9313, 0.6610)  -0.089
C (-1.3462, -5.6507, 0.4218)  -0.012
H (3.1453, -3.2255, 4.6730)  0.089
H (1.9720, -2.0362, 4.0815)  0.073
H (3.7072, -1.6484, 4.0799)  0.093
H (4.5266, -4.5454, 3.0590)  0.087
H (5.2652, -3.0181, 2.5200)  0.090
H (4.5308, -4.1232, 1.3447)  0.083
H (1.6341, -4.5795, 0.3824)  0.158
H (3.2470, -3.1209, -0.0515)  0.133
H (3.6621, -1.2415, -2.8556)  0.108
H (5.4199, 0.4142, -3.2440)  0.094
H (5.9694, 2.0895, -1.5040)  0.093
H (4.7362, 2.0476, 0.6527)  0.100
H (2.9738, 0.3864, 1.0318)  0.106
H (0.5145, -0.4949, -2.5738)  0.106
H (-0.2418, -1.4897, -4.6832)  0.108
H (0.5225, -3.7634, -5.3337)  0.094
H (2.0741, -4.9878, -3.8386)  0.098
H (2.7878, -4.0194, -1.7279)  0.108
H (-2.4013, -3.7925, 2.4720)  0.124
H (-3.3762, -2.3146, 4.1534)  0.098
H (-2.1834, -0.2473, 4.8491)  0.095
H (-0.0190, 0.3150, 3.7726)  0.104
H (0.9492, -1.1697, 2.0909)  0.099
H (0.2855, -5.1468, 3.3321)  0.115
H (-0.5794, -7.4122, 3.7624)  0.093
H (-1.9486, -8.5673, 2.0489)  0.089
H (-2.4386, -7.4235, -0.0929)  0.094
H (-1.5555, -5.1244, -0.5002)  0.115
O (-3.1540, -2.4438, -2.0982)  -0.270
Cl (-3.2015, -1.1844, -1.4321)  0.717
O (-2.0330, -0.3588, -1.8788)  -0.368
O (-4.4282, -0.5047, -1.6337)  -0.271
O (-2.9179, -1.3627, 0.0130)  -0.354
C (-3.0012, 6.7464, -2.6484)  -0.069
C (-3.9297, 6.8444, -1.4446)  -0.206
N (-3.8095, 5.7019, -0.5449)  -0.059
C (-3.0169, 5.8701, 0.6677)  -0.202
C (-1.5363, 6.1062, 0.4016)  -0.067
C (-4.5256, 4.5854, -0.8614)  -0.420
O (-5.2895, 4.5534, -1.8141)  0.069
C (-4.2656, 3.3665, -0.0253)  -0.135
C (-5.2217, 2.8108, 0.8087)  -0.004
C (-4.8789, 1.6995, 1.5623)  -0.040
C (-3.5833, 1.2088, 1.4810)  -0.128
N (-2.6646, 1.7294, 0.6692)  0.056
C (-3.0181, 2.7606, -0.0863)  -0.112
H (-3.2066, 7.5543, -3.3529)  0.072
H (-3.1662, 5.7992, -3.1616)  0.079
H (-1.9520, 6.7992, -2.3587)  0.060
H (-4.9608, 6.8833, -1.7944)  0.113
H (-3.7293, 7.7445, -0.8592)  0.116
H (-3.1358, 4.9831, 1.2831)  0.111
H (-3.4343, 6.7109, 1.2333)  0.119
H (-1.1092, 5.2920, -0.1865)  0.066
H (-0.9955, 6.1530, 1.3480)  0.079
H (-1.3635, 7.0444, -0.1269)  0.066
H (-6.2160, 3.2375, 0.8600)  0.121
H (-5.6012, 1.2158, 2.2059)  0.104
H (-3.2649, 0.3724, 2.0906)  0.093
H (-2.2625, 3.1357, -0.7723)  0.100
Se (0.3908, 2.0486, 0.1449)  1.226
N (0.2427, 2.2357, -1.5943)  -0.176
C (1.1411, 3.1597, -1.9454)  -0.390
C (1.3725, 3.5865, -3.2870)  -0.031
C (2.3298, 4.5191, -3.5245)  -0.097
C (3.1014, 5.0848, -2.4600)  -0.100
C (2.9009, 4.7146, -1.1695)  -0.042
C (1.9028, 3.7378, -0.8767)  -0.415
N (1.6124, 3.2907, 0.3471)  -0.221
H (0.7858, 3.1525, -4.0858)  0.110
H (2.5268, 4.8379, -4.5405)  0.094
H (3.8598, 5.8207, -2.6970)  0.093
H (3.4881, 5.1253, -0.3587)  0.107

**Net charge**: -1
**2S+1**: 1
**Gap between HOMO and LUMO**: 0.276 Eh
**HOMO**: -5.59 eV

Entry b
A molecular structure, C47H46ClMgN4O9Se. Source: the OMol25 dataset; level of theory: the ωB97M-V functional and the def2-TZVPD basis.

Last column: Löwdin charge in e.
Geometry (Å):
Mg (0.6588, -1.6464, -0.7119)  0.585
C (1.9204, 3.3585, 3.1921)  0.014
C (1.8224, 2.8864, 1.7485)  -0.571
C (1.6673, 4.0489, 0.7904)  0.024
O (2.9887, 2.0977, 1.4656)  -0.043
C (2.6077, 0.7510, 1.1148)  -0.096
C (1.2418, 0.7190, 1.8375)  -0.119
O (0.7179, 2.0234, 1.5732)  -0.031
C (0.2430, -0.5172, 1.8225)  -0.396
O (0.8173, -1.5755, 1.1766)  -0.204
C (0.0853, -0.8324, 3.3344)  -0.169
C (0.7220, -1.9389, 3.8694)  -0.018
C (0.6272, -2.2152, 5.2315)  -0.090
C (-0.1088, -1.3862, 6.0647)  -0.116
C (-0.7550, -0.2753, 5.5272)  -0.090
C (-0.6604, -0.0029, 4.1719)  -0.026
C (-1.2315, -0.3094, 1.2786)  -0.054
C (-2.0115, -1.3702, 1.5065)  -0.013
C (-3.3658, -1.6802, 1.0606)  -0.042
C (-4.0253, -1.1561, 0.0291)  -0.054
C (-3.4313, -0.0892, -0.8486)  -0.172
C (-1.5914, 0.9335, 0.5074)  -0.131
C (2.8847, 0.4300, -0.4260)  -0.394
O (1.9581, -0.3599, -1.0125)  -0.268
C (3.0541, 1.7332, -1.2642)  -0.108
C (4.0722, 2.6657, -1.0661)  -0.037
C (4.1837, 3.7893, -1.8696)  -0.092
C (3.2806, 4.0111, -2.9038)  -0.111
C (2.2831, 3.0763, -3.1333)  -0.091
C (2.1846, 1.9459, -2.3266)  -0.035
C (4.2651, -0.2756, -0.4998)  -0.114
C (4.4468, -1.2502, -1.4751)  -0.012
C (5.6604, -1.9091, -1.6155)  -0.085
C (6.7242, -1.6008, -0.7780)  -0.112
C (6.5571, -0.6260, 0.1969)  -0.091
C (5.3392, 0.0297, 0.3332)  -0.047
H (2.8542, 3.9051, 3.3331)  0.089
H (1.9130, 2.5055, 3.8712)  0.085
H (1.0800, 4.0112, 3.4326)  0.088
H (2.5298, 4.7123, 0.8666)  0.093
H (0.7631, 4.6044, 1.0478)  0.091
H (1.5888, 3.6953, -0.2355)  0.074
H (3.2587, 0.0888, 1.6843)  0.148
H (1.5683, 0.7482, 2.8799)  0.133
H (1.2749, -2.5760, 3.1907)  0.115
H (1.1268, -3.0864, 5.6399)  0.093
H (-0.1861, -1.6021, 7.1236)  0.088
H (-1.3469, 0.3696, 6.1665)  0.094
H (-1.1879, 0.8499, 3.7536)  0.120
H (-1.5597, -2.1673, 2.0884)  0.131
H (-3.8552, -2.4793, 1.6082)  0.113
H (-5.0126, -1.5273, -0.2136)  0.102
H (-4.1465, 0.1605, -1.6361)  0.140
H (-1.3346, 1.8001, 1.1068)  0.149
H (4.7839, 2.5277, -0.2639)  0.106
H (4.9810, 4.5000, -1.6845)  0.096
H (3.3688, 4.8904, -3.5306)  0.090
H (1.5841, 3.2140, -3.9509)  0.094
H (1.4277, 1.1956, -2.5158)  0.086
H (3.6100, -1.4786, -2.1210)  0.097
H (5.7725, -2.6700, -2.3797)  0.094
H (7.6717, -2.1162, -0.8794)  0.090
H (7.3767, -0.3771, 0.8609)  0.094
H (5.2291, 0.7794, 1.1103)  0.109
O (-0.1922, -5.3103, -1.5818)  -0.320
Cl (-1.2430, -4.3406, -1.4274)  0.702
O (-1.6368, -3.8162, -2.7180)  -0.372
O (-2.3656, -4.8794, -0.7208)  -0.314
O (-0.7118, -3.2055, -0.6186)  -0.405
C (-6.6401, 0.8223, 2.5946)  -0.069
C (-6.1482, 2.1106, 1.9507)  -0.210
N (-5.2842, 1.8724, 0.7983)  -0.045
C (-5.8438, 2.1675, -0.5113)  -0.216
C (-7.0286, 1.2879, -0.8900)  -0.071
C (-3.9797, 1.5571, 1.0772)  -0.368
O (-3.5809, 1.5891, 2.2285)  0.088
C (-3.0133, 1.1860, -0.0502)  -0.232
C (-2.7093, 2.2970, -1.0528)  -0.001
C (-1.4693, 2.1709, -1.5042)  0.019
C (-0.8025, 1.0103, -0.8069)  -0.227
N (-1.0380, -0.2658, -1.5566)  0.065
C (-2.2326, -0.6980, -1.5607)  -0.070
H (-7.2760, 1.0435, 3.4542)  0.072
H (-5.7867, 0.2363, 2.9355)  0.074
H (-7.2099, 0.2159, 1.8881)  0.064
H (-5.5815, 2.6846, 2.6834)  0.115
H (-6.9838, 2.7247, 1.6080)  0.113
H (-5.0692, 2.0702, -1.2615)  0.078
H (-6.1590, 3.2176, -0.5235)  0.123
H (-6.7388, 0.2391, -0.9408)  0.067
H (-7.4113, 1.5876, -1.8678)  0.075
H (-7.8430, 1.3810, -0.1705)  0.066
H (-3.4228, 3.0438, -1.3782)  0.106
H (-0.9880, 2.7754, -2.2620)  0.110
H (0.2662, 1.1197, -0.6748)  0.110
H (-2.4225, -1.6361, -2.0847)  0.113
Se (0.2397, -1.4685, -4.0220)  1.207
N (1.1496, -2.3494, -2.7731)  -0.228
C (1.7231, -3.3806, -3.3677)  -0.358
C (2.5826, -4.3194, -2.7084)  -0.020
C (3.1197, -5.3198, -3.4373)  -0.068
C (2.8482, -5.4644, -4.8453)  -0.080
C (2.0593, -4.5931, -5.5098)  -0.027
C (1.4739, -3.5016, -4.7835)  -0.380
N (0.7016, -2.5747, -5.3166)  -0.218
H (2.7746, -4.2138, -1.6493)  0.127
H (3.7644, -6.0434, -2.9552)  0.103
H (3.2898, -6.2990, -5.3754)  0.098
H (1.8534, -4.6914, -6.5670)  0.108

**Net charge**: -1
**2S+1**: 1
**Gap between HOMO and LUMO**: 0.250 Eh
**HOMO**: -5.35 eV

Name the least stable of them. entry b.